Formula: C2H7S3
Source: the Open Molecules 2025 dataset
Level of theory: ωB97M-V with the def2-TZVPD basis set

```
12
Properties=species:S:1:pos:R:3:forces:R:3
C 0.578 -1.466 -1.324 0.0 -0.3 0.4
C -0.320 -1.199 -0.103 0.3 0.3 -0.5
S -1.444 -2.564 0.216 -0.2 -0.2 0.2
H -0.036 -1.673 -2.201 0.0 0.2 -0.1
H 1.134 -2.385 -1.124 0.1 0.0 -0.1
H 1.301 -0.662 -1.525 -0.1 0.1 -0.1
H -0.890 -0.283 -0.296 0.0 0.0 0.0
H 0.334 -0.988 0.757 -0.1 -0.1 0.0
S 0.320 3.693 1.289 0.0 -0.1 0.1
S -0.646 1.835 1.615 0.4 0.4 -0.1
H -0.659 4.440 1.798 -0.2 0.1 0.0
H 0.326 1.252 0.897 -0.3 -0.2 0.0
```
Positions in Å, forces in eV/Å.

The calculation puts the LUMO energy at 2.476 eV. As for the molar mass: 127.28 g/mol. The energy relative to the best compared isomer or geometry (same formula, charge and spin) comes out at 28.63 kcal per mole. As for the net charge: -1. The value obtained for the HOMO energy is -2.30 eV. The calculation puts the HOMO-LUMO gap at 0.1756 Eh. As for the max |F|: 0.7 eV Å⁻¹.



Formula: C41H73Br25F2O3Si
Source: the Open Molecules 2025 dataset
Level of theory: ωB97M-V with the def2-TZVPD basis set

```
145
Properties=species:S:1:pos:R:3:forces:R:3
C 2.037 1.023 5.188 -0.4 -0.1 -0.6
Si 0.550 1.208 4.011 0.3 -0.5 0.7
C -0.420 -0.411 4.139 0.2 0.3 -0.3
C 1.248 1.392 2.258 0.1 0.3 0.1
C 1.004 2.736 1.516 0.7 -0.4 -0.9
C -0.103 2.654 0.451 0.5 -0.4 1.3
F 0.450 2.237 -0.731 -0.1 0.1 0.0
F -0.590 3.926 0.234 -0.2 -0.5 0.0
C -1.219 1.659 0.796 -1.2 0.0 -0.9
O -2.197 1.660 -0.247 0.1 0.3 0.8
C -3.325 2.451 0.065 -1.0 -0.1 -0.7
C -4.365 1.786 1.027 0.0 0.7 -0.1
O -4.381 0.368 1.031 0.0 0.5 0.9
C -3.692 -0.187 2.133 0.3 -1.2 -0.1
C -4.439 -1.451 2.663 0.5 0.4 -0.2
C -3.460 -2.343 3.421 -0.3 -0.1 0.8
O -3.412 -2.438 4.606 -0.1 0.1 -0.8
Br -2.153 -3.412 2.392 -0.4 0.4 -0.3
C -0.541 2.606 4.671 0.1 0.0 0.0
C -1.255 3.558 3.949 0.3 -0.4 -0.8
C -2.027 4.519 4.557 -0.7 0.9 -0.4
C -2.154 4.575 5.927 -0.1 0.0 0.0
C -1.477 3.622 6.661 -0.4 0.4 1.1
C -0.682 2.680 6.057 0.3 -0.6 0.2
H 2.410 0.000 5.013 0.1 0.4 0.1
H 1.763 1.116 6.244 0.2 0.0 -0.2
H 2.822 1.739 4.909 -0.1 -0.2 0.3
H -0.713 -0.612 5.176 -0.1 0.0 -0.3
H 0.227 -1.231 3.791 -0.3 0.1 0.1
H -1.307 -0.364 3.490 0.2 -0.2 0.3
H 0.919 0.519 1.676 0.1 0.3 0.0
H 2.340 1.271 2.335 -0.3 0.0 0.2
H 0.879 3.605 2.171 -0.3 -0.4 0.0
H 1.920 2.952 0.943 -0.3 0.1 0.1
H -1.726 1.872 1.748 0.5 0.2 0.0
H -0.866 0.622 0.838 0.3 0.4 0.0
H -3.840 2.622 -0.892 0.3 -0.1 0.2
H -3.069 3.451 0.450 0.1 -0.3 0.0
H -4.224 2.220 2.032 0.0 -0.5 0.0
H -5.368 2.104 0.705 0.3 0.0 0.0
H -2.696 -0.513 1.782 -0.2 0.2 0.2
H -3.580 0.497 2.988 0.0 0.1 -0.4
H -4.904 -1.955 1.809 0.2 -0.1 0.2
H -5.190 -1.146 3.402 0.0 -0.2 -0.3
H -1.223 3.554 2.863 0.0 0.1 0.2
H -2.554 5.254 3.949 0.1 -0.2 0.0
H -2.777 5.338 6.385 0.1 -0.2 0.0
H -1.583 3.621 7.746 0.1 0.0 -0.2
H -0.191 1.962 6.712 0.0 0.1 -0.2
Br 5.139 0.259 -3.932 0.0 0.0 0.1
C 3.408 0.978 -3.404 0.1 -0.1 -0.2
C 3.487 2.453 -3.112 -0.2 0.1 0.2
Br 4.306 2.797 -1.382 0.1 0.0 0.0
H 3.069 0.395 -2.553 0.0 0.1 0.0
H 2.752 0.793 -4.253 0.0 0.0 0.0
H 2.487 2.881 -3.041 0.0 -0.1 0.0
H 4.064 3.004 -3.849 0.0 -0.1 0.0
Br -0.739 -1.747 -1.479 0.0 0.1 -0.1
C -1.548 -3.452 -1.942 0.0 0.2 0.3
C -0.548 -4.575 -1.892 0.0 -0.2 -0.2
Br 0.621 -4.553 -3.451 0.0 0.0 0.0
H -2.002 -3.329 -2.921 0.0 0.0 0.0
H -2.330 -3.605 -1.199 0.0 -0.1 0.0
H -1.052 -5.539 -1.928 0.0 0.0 0.0
H 0.092 -4.537 -1.015 0.0 0.1 0.0
Br 2.474 6.527 -4.243 0.0 -0.1 0.0
C 1.107 5.343 -4.964 0.1 0.3 -0.4
C -0.231 5.588 -4.326 -0.2 -0.3 0.3
Br -0.269 4.807 -2.550 0.1 0.3 0.0
H 1.461 4.327 -4.820 -0.1 0.0 0.0
H 1.076 5.565 -6.030 0.0 0.0 0.0
H -1.020 5.085 -4.884 0.1 0.0 0.0
H -0.478 6.641 -4.226 0.1 0.0 0.0
Br -2.402 2.024 -3.361 -0.1 -0.1 -0.1
C -3.600 1.954 -4.888 0.4 0.0 0.0
C -4.477 3.175 -4.966 -0.3 -0.1 -0.1
Br -5.916 3.102 -3.656 0.1 0.1 0.0
H -4.156 1.026 -4.798 -0.1 0.2 -0.1
H -2.948 1.896 -5.759 -0.1 0.0 -0.1
H -4.974 3.228 -5.933 0.0 0.0 0.0
H -3.935 4.100 -4.789 0.0 -0.1 0.0
Br -1.273 -5.277 5.437 0.0 -0.1 0.1
C -0.010 -6.749 5.290 0.0 0.3 0.1
C 1.010 -6.487 4.214 0.0 -0.2 -0.1
Br 0.263 -6.767 2.435 0.0 0.1 0.0
H -0.590 -7.651 5.119 0.1 0.0 0.0
H 0.471 -6.811 6.263 0.1 0.0 -0.1
H 1.835 -7.195 4.289 0.0 0.0 0.0
H 1.402 -5.474 4.235 -0.1 0.0 0.0
Br 4.570 -7.387 5.672 0.0 -0.5 0.0
C 5.041 -8.016 3.888 0.2 -0.1 0.1
C 5.632 -6.912 3.054 -0.2 0.1 -0.3
Br 4.254 -5.694 2.418 -0.1 -0.3 -0.5
H 4.139 -8.441 3.455 0.0 0.1 0.0
H 5.769 -8.809 4.049 0.0 0.0 0.0
H 6.092 -7.319 2.156 0.0 0.0 0.1
H 6.361 -6.315 3.594 0.0 0.0 0.1
Br 3.684 -2.468 5.138 0.1 0.0 -0.1
C 4.712 -4.120 5.180 -0.1 0.3 0.4
C 5.754 -4.095 6.265 0.2 0.0 0.0
Br 7.282 -2.998 5.764 0.0 0.0 0.0
H 5.132 -4.255 4.188 0.0 0.2 0.3
H 3.981 -4.904 5.370 0.1 0.2 -0.1
H 6.160 -5.093 6.425 -0.1 0.0 0.0
H 5.379 -3.704 7.206 0.0 0.0 0.0
Br -2.141 -1.616 -7.992 0.0 0.1 0.1
C -1.943 -2.754 -6.426 0.1 -0.1 -0.2
C -3.279 -3.098 -5.824 0.0 0.1 0.2
Br -4.011 -1.599 -4.818 0.0 -0.2 0.0
H -1.287 -2.232 -5.735 -0.1 0.0 0.0
H -1.445 -3.653 -6.786 0.0 0.0 0.0
H -3.174 -3.905 -5.099 0.1 0.0 0.0
H -4.026 -3.375 -6.564 0.1 0.0 0.0
Br -7.064 -4.186 -6.522 0.0 0.0 0.0
C -6.866 -6.102 -6.248 -0.1 0.2 0.2
C -5.419 -6.517 -6.293 0.0 -0.3 -0.2
Br -4.744 -6.565 -8.118 0.1 0.1 0.1
H -7.476 -6.593 -6.999 0.1 0.0 0.0
H -7.285 -6.294 -5.262 0.1 0.0 0.0
H -5.301 -7.532 -5.919 0.0 0.0 0.0
H -4.770 -5.849 -5.735 -0.1 0.0 0.0
Br 0.123 12.314 -4.045 0.0 0.0 0.0
C 1.927 11.582 -4.107 -0.2 0.0 -0.2
C 1.981 10.197 -3.523 0.2 0.0 0.2
Br 1.924 10.239 -1.576 -0.1 0.0 0.0
H 2.572 12.288 -3.592 0.0 -0.1 0.0
H 2.186 11.560 -5.163 0.0 -0.1 0.2
H 2.928 9.718 -3.768 0.0 0.0 -0.1
H 1.164 9.563 -3.850 0.0 0.1 0.0
Br -0.062 -8.986 8.138 -0.1 -0.1 0.1
C 1.223 -10.430 7.930 0.0 0.2 0.2
C 2.210 -10.105 6.840 0.0 -0.3 -0.1
Br 1.415 -10.339 5.076 0.1 0.2 0.0
H 0.658 -11.338 7.742 0.0 0.0 -0.1
H 1.726 -10.512 8.891 0.0 0.0 0.0
H 3.055 -10.790 6.868 0.0 0.0 0.0
H 2.574 -9.084 6.889 -0.1 0.0 0.0
Br 2.427 12.444 -7.596 0.0 0.1 -0.1
C 3.965 11.971 -8.689 -0.3 0.0 -0.1
C 4.228 10.490 -8.650 0.3 -0.1 0.1
Br 5.071 9.960 -6.977 -0.1 0.0 0.0
H 4.802 12.563 -8.331 0.0 -0.1 0.0
H 3.707 12.287 -9.698 0.0 -0.1 0.0
H 4.934 10.206 -9.428 0.0 0.1 0.0
H 3.325 9.896 -8.750 0.0 0.1 0.0
```
Positions in Å, forces in eV/Å.

The calculation puts the LUMO energy at 0.059 eV. As for the molar mass: 2677.71 g/mol. As for the net charge: 0. The value obtained for the HOMO energy is -9.23 eV. The calculation puts the HOMO-LUMO gap at 0.3415 Eh. As for the max |F|: 1.5 eV Å⁻¹.



Formula: C7H14N3O
Source: the Open Molecules 2025 dataset
Level of theory: ωB97M-V with the def2-TZVPD basis set

```
25
Properties=species:S:1:pos:R:3:forces:R:3
C -0.529 -2.678 1.071 -1.3 0.1 -3.0
N 0.115 -1.481 0.506 0.5 0.8 2.6
N 0.983 -1.724 -0.411 0.8 -0.9 -0.7
C 1.209 -0.896 -1.445 0.2 -0.5 1.2
C 2.288 -1.292 -2.399 0.0 1.5 3.7
N 0.228 -0.143 -1.737 -1.6 2.0 -0.9
C -0.756 0.330 -1.002 -0.2 1.1 -0.8
C -0.623 1.154 0.166 -2.0 -1.5 -1.8
C 0.676 1.709 0.591 1.5 -2.1 -0.2
O -1.843 1.423 0.664 2.1 -0.1 0.0
C -2.098 2.638 1.420 -1.3 -0.6 1.8
H -0.253 -2.839 2.059 0.6 -0.6 1.6
H -1.601 -2.544 0.962 -0.3 0.3 0.5
H -0.376 -3.487 0.329 0.6 0.2 0.9
H 0.376 -0.776 1.247 -0.4 -0.9 -1.3
H 2.295 -2.286 -2.008 1.3 -1.2 -1.1
H 3.170 -0.675 -2.091 -0.4 -0.8 -0.9
H 1.833 -1.066 -3.303 0.1 -0.1 -2.2
H -1.709 0.483 -1.573 0.6 -0.5 0.9
H 0.892 1.292 1.582 0.0 0.8 0.3
H 0.638 2.748 0.516 -0.1 2.0 0.7
H 1.623 1.467 -0.029 -2.0 -0.2 0.5
H -1.175 3.204 1.424 -0.4 0.8 -0.3
H -2.328 2.438 2.562 0.3 -0.1 -2.4
H -3.035 3.005 0.900 1.5 0.3 0.9
```
Positions in Å, forces in eV/Å.

As for the structure (SMILES): C/[NH+]=N/C(C)=N\C=C(/C)OC. The calculation puts the LUMO energy (alpha / beta) at -5.307 / -5.361 eV. As for the molar mass: 156.21 g/mol. The energy relative to the best compared isomer or geometry (same formula, charge and spin) comes out at 126.01 kcal per mole. As for the net charge: +1. The value obtained for the HOMO energy (alpha / beta) is -12.58 / -12.78 eV. The calculation puts the HOMO-LUMO gap (alpha / beta) at 0.2671 / 0.2726 Eh. As for the max |F|: 4.0 eV Å⁻¹.



Formula: C7H8
Source: the Open Molecules 2025 dataset
Level of theory: ωB97M-V with the def2-TZVPD basis set

```
15
Properties=species:S:1:pos:R:3:forces:R:3
C -1.782 0.208 -1.286 0.6 -0.5 0.3
C -0.440 0.052 -0.570 -1.3 -0.8 0.4
C -0.394 -1.072 0.264 1.6 1.3 1.8
C 0.750 -1.240 1.092 -1.5 0.2 -1.2
C 1.679 -0.220 1.155 0.8 0.1 0.1
C 1.447 1.033 0.568 -0.6 -0.8 -1.0
C 0.539 1.059 -0.488 -0.4 -0.4 0.5
H -1.907 1.217 -1.672 -0.2 -0.3 -0.4
H -2.595 -0.049 -0.594 0.2 0.6 0.3
H -1.911 -0.621 -1.978 0.2 0.5 -0.9
H -1.264 -1.636 0.575 -0.2 -0.3 -0.8
H 0.737 -2.099 1.750 0.7 -0.1 -0.1
H 2.703 -0.431 1.453 -0.3 0.3 1.3
H 1.830 1.965 0.967 1.0 -0.2 -0.6
H 0.607 1.833 -1.236 -0.6 0.6 0.2
```
Positions in Å, forces in eV/Å.

As for the structure (SMILES): Cc1ccccc1. The calculation puts the LUMO energy at 1.018 eV. As for the molar mass: 92.14 g/mol. The energy relative to the best compared isomer or geometry (same formula, charge and spin) comes out at 32.01 kcal per mole. As for the net charge: 0. The value obtained for the HOMO energy is -8.57 eV. The calculation puts the HOMO-LUMO gap at 0.3524 Eh. As for the max |F|: 2.7 eV Å⁻¹.



Formula: C10H25HgO10
Source: the Open Molecules 2025 dataset
Level of theory: ωB97M-V with the def2-TZVPD basis set

```
46
Properties=species:S:1:pos:R:3:forces:R:3
Hg -16.524 -12.045 -15.168 -1.1 1.1 -3.3
C -18.435 -7.712 -15.299 0.4 0.0 0.9
C -18.229 -8.926 -16.205 0.3 -1.3 -0.9
O -18.524 -8.785 -17.393 0.0 0.6 0.1
O -17.832 -10.019 -15.677 0.0 0.7 1.3
H -17.892 -7.749 -14.346 0.1 -0.4 0.0
H -19.488 -7.725 -15.013 -0.1 0.5 -0.2
H -18.097 -6.783 -15.755 -0.5 0.0 -0.4
C -20.176 -14.308 -15.685 0.4 0.3 1.4
C -19.695 -13.071 -16.453 -0.2 1.7 -2.0
O -18.469 -12.735 -16.491 0.4 -1.2 1.2
O -20.536 -12.438 -17.125 -0.5 -1.0 0.8
H -20.044 -15.256 -16.206 0.0 0.1 -0.3
H -21.199 -14.193 -15.328 -0.2 0.0 -0.5
H -19.594 -14.368 -14.755 0.2 -0.2 -0.1
C -14.181 -12.020 -18.879 0.6 0.0 0.8
C -15.164 -12.186 -17.724 -0.5 1.3 0.0
O -14.809 -12.883 -16.715 0.6 -0.4 0.6
O -16.197 -11.517 -17.739 0.2 0.0 0.0
H -13.583 -11.124 -18.682 -0.2 0.1 0.3
H -14.656 -11.807 -19.833 -0.1 -0.6 -0.1
H -13.456 -12.830 -18.790 -0.1 -0.2 -0.8
C -13.943 -9.700 -15.288 0.7 0.9 0.6
O -15.272 -9.927 -14.913 0.1 -0.4 0.5
H -13.380 -10.632 -15.259 -0.2 -0.1 -0.4
H -13.881 -9.172 -16.245 0.0 -0.4 -0.2
H -13.481 -9.037 -14.542 0.2 0.0 -0.1
H -15.653 -9.123 -14.554 -0.5 0.0 -0.4
C -14.597 -12.063 -12.333 0.2 -1.7 0.2
O -14.568 -12.560 -13.672 0.1 0.6 0.4
H -14.959 -12.901 -11.725 -0.3 0.3 0.3
H -13.589 -11.899 -11.947 0.0 0.7 -0.2
H -15.288 -11.231 -12.243 0.3 0.2 -0.2
H -13.719 -12.972 -13.853 -0.1 0.0 -0.3
C -16.191 -15.137 -13.907 -0.8 -0.6 -0.1
O -16.823 -14.346 -14.921 0.3 -1.5 1.4
H -16.737 -16.087 -13.858 0.4 -0.3 -0.2
H -15.147 -15.299 -14.172 0.1 0.0 0.5
H -16.373 -14.762 -12.899 0.5 0.7 -0.2
H -16.923 -15.011 -15.610 -0.4 0.9 -0.8
C -18.195 -10.761 -12.340 -0.3 0.8 -0.9
O -17.917 -11.802 -13.266 -0.1 -0.6 0.9
H -17.853 -10.990 -11.330 0.1 0.1 0.0
H -17.730 -9.875 -12.776 0.3 -0.1 0.3
H -19.253 -10.489 -12.367 -0.1 -0.4 0.3
H -18.287 -12.622 -12.925 -0.1 -0.1 -0.3
```
Positions in Å, forces in eV/Å.

The calculation puts the LUMO energy at 2.064 eV. As for the molar mass: 505.89 g/mol. The energy relative to the best compared isomer or geometry (same formula, charge and spin) comes out at 0.00 kcal per mole. As for the net charge: -1. The value obtained for the HOMO energy is -3.96 eV. The calculation puts the HOMO-LUMO gap at 0.2215 Eh. As for the max |F|: 3.6 eV Å⁻¹.



Formula: C5H12Si2
Source: the Open Molecules 2025 dataset
Level of theory: ωB97M-V with the def2-TZVPD basis set

```
19
Properties=species:S:1:pos:R:3:forces:R:3
C -0.325 2.865 0.181 -0.8 0.6 -1.2
C -0.122 1.715 -0.146 0.6 0.2 1.1
C 2.430 0.084 -0.601 -1.9 2.8 -0.8
C 0.436 -0.630 1.705 0.1 -0.4 2.6
C -0.395 -1.053 -1.315 0.3 -1.3 3.4
Si -3.978 -0.456 0.371 -0.3 0.8 -0.6
Si 0.583 0.024 -0.008 0.3 -0.9 -2.0
H -0.682 3.884 0.077 0.4 -0.5 0.5
H 3.082 0.354 0.188 0.6 0.4 1.1
H 2.807 -0.820 -0.985 0.2 -1.1 -0.9
H 2.500 0.984 -1.350 0.0 -1.9 1.0
H -0.435 -0.209 2.366 1.7 -0.7 -1.4
H 0.275 -1.738 1.618 0.1 0.8 0.2
H 1.436 -0.506 2.298 -1.8 -0.1 -1.0
H 0.216 -1.967 -1.525 -0.6 0.7 0.0
H -1.397 -1.351 -0.833 1.5 0.5 -1.1
H -0.479 -0.423 -2.145 -0.5 0.7 -1.5
H -3.200 0.439 -0.667 -0.3 -0.5 0.6
H -2.755 -1.194 0.771 0.5 -0.2 0.2
```
Positions in Å, forces in eV/Å.

The calculation puts the LUMO energy at -1.102 eV. As for the molar mass: 128.32 g/mol. The energy relative to the best compared isomer or geometry (same formula, charge and spin) comes out at 85.97 kcal per mole. As for the net charge: 0. The value obtained for the HOMO energy is -8.81 eV. The calculation puts the HOMO-LUMO gap at 0.2832 Eh. As for the max |F|: 3.6 eV Å⁻¹.